131
Properties=species:S:1:pos:R:3:forces:R:3 method="wB97M-V/def2-TZVPD" charge=+1 orbital_gap_ha=0.350 e_lumo_ha=-0.059
Be -0.318 0.000 1.515 -2.3 1.3 -1.6
P -3.658 -0.105 0.066 1.0 0.8 -0.8
F -1.876 -0.489 1.126 0.0 0.0 0.5
F -2.966 1.346 0.095 -0.9 0.1 0.3
F -2.573 -0.399 -1.100 -1.2 -1.0 -0.2
F -4.868 0.334 -0.948 1.7 -1.2 2.0
F -3.947 -1.717 0.217 0.1 2.5 -0.1
F -4.305 0.241 1.487 0.1 -1.1 -1.4
C 2.393 5.809 2.459 0.6 0.0 1.1
C 2.498 4.818 1.328 0.1 -0.9 0.0
C 3.425 5.320 0.243 0.1 1.1 -0.7
O 3.352 4.475 -0.883 0.2 -0.7 -0.3
C 4.300 4.730 -1.930 0.3 0.3 1.4
N 2.889 3.463 1.811 0.1 0.1 -0.2
H 2.013 6.792 2.140 0.1 -0.4 0.1
H 3.373 5.939 2.979 -0.5 0.1 -0.6
H 1.755 5.396 3.251 -0.2 0.2 -0.3
H 1.490 4.666 0.913 0.5 0.2 -0.2
H 4.467 5.479 0.596 -0.3 -0.5 0.0
H 3.089 6.317 -0.078 -0.1 0.1 0.2
H 5.319 4.679 -1.514 -0.1 0.0 -0.2
H 4.170 5.718 -2.357 -0.2 0.3 -0.1
H 4.191 3.979 -2.688 -0.2 -0.4 -0.3
H 3.397 3.014 1.050 -0.1 -0.1 0.1
H 3.538 3.497 2.596 -0.1 0.3 -0.1
C -1.974 1.993 -4.819 0.6 0.2 1.3
C -2.268 0.560 -4.350 -0.5 0.2 1.0
C -2.631 -0.381 -5.524 0.0 -0.6 0.7
O -1.467 -0.516 -6.331 -0.3 0.9 0.5
C -1.416 -1.605 -7.205 -0.1 0.2 -0.3
N -1.100 0.029 -3.604 0.0 -0.4 -0.8
H -1.574 2.609 -3.962 -0.6 -0.7 -0.7
H -2.862 2.493 -5.200 0.0 -0.1 -0.2
H -1.167 1.996 -5.545 -0.1 0.0 -0.4
H -3.082 0.590 -3.567 0.4 -0.1 -1.1
H -3.518 -0.035 -6.064 0.2 0.3 -0.4
H -2.915 -1.380 -5.136 0.2 0.3 0.1
H -2.257 -1.588 -7.914 0.1 -0.1 0.1
H -1.389 -2.548 -6.660 -0.1 -0.2 0.1
H -0.482 -1.480 -7.753 -0.1 -0.2 -0.1
H -1.374 -0.891 -3.243 0.1 0.2 0.0
H -0.472 -0.221 -4.375 0.3 0.1 0.4
C 0.573 1.551 4.471 -0.9 0.5 -1.1
C -0.753 1.506 3.640 -0.6 -1.4 1.0
C -1.758 2.542 4.148 -1.0 -0.8 0.1
O -3.034 2.320 3.532 1.1 -0.6 -0.5
C -4.031 3.319 3.471 0.9 0.0 0.7
N -0.432 1.615 2.180 -0.4 0.1 0.2
H 1.248 0.750 4.181 0.2 0.2 -0.3
H 0.387 1.399 5.517 -0.3 0.1 0.6
H 1.031 2.554 4.336 0.0 -0.7 0.0
H -1.313 0.505 3.785 1.1 1.3 -0.3
H -1.372 3.521 3.948 0.1 1.0 0.0
H -1.894 2.364 5.233 0.4 0.4 -0.3
H -4.764 2.926 2.811 -0.9 -0.4 -0.4
H -3.684 4.234 3.001 0.3 0.4 0.2
H -4.452 3.500 4.466 0.0 0.2 -0.1
H 0.398 2.191 2.001 0.0 -0.2 0.5
H -1.173 2.153 1.672 0.3 -0.7 0.4
C -3.358 -4.194 -2.298 -0.4 0.9 1.2
C -1.918 -3.978 -1.839 -1.0 -0.4 -0.4
C -1.414 -5.248 -1.138 -0.5 0.5 -0.7
O -0.091 -4.968 -0.828 2.1 -0.7 0.5
C 0.824 -6.085 -0.717 -1.3 0.5 0.7
N -1.146 -3.562 -3.013 -0.3 -0.8 -0.2
H -3.484 -4.925 -3.065 0.2 -0.9 -0.4
H -3.711 -3.279 -2.731 -0.2 0.7 -0.3
H -4.061 -4.404 -1.472 0.4 -0.1 -0.2
H -1.884 -3.135 -1.137 -0.1 -0.2 0.1
H -1.504 -6.155 -1.787 0.0 0.6 0.3
H -1.980 -5.383 -0.222 -0.4 -0.3 0.2
H 0.996 -6.406 0.326 0.1 0.5 -0.3
H 1.705 -5.791 -1.236 1.0 0.1 -0.1
H 0.413 -6.936 -1.215 -0.3 -0.6 -0.5
H -0.168 -3.657 -2.784 0.4 0.1 -0.1
H -1.343 -4.263 -3.743 0.3 0.5 0.2
C 1.631 1.690 -1.684 1.4 1.3 -1.6
C 0.572 1.860 -0.656 -1.6 -0.6 0.7
C -0.712 2.710 -1.039 1.7 -0.5 -0.5
O -1.164 3.438 0.047 -0.3 2.0 1.1
C -1.035 4.905 -0.103 -0.7 -1.8 0.7
N 0.212 0.443 -0.278 -0.2 -0.4 1.3
H 2.407 0.947 -1.361 -0.5 0.7 -0.2
H 2.144 2.671 -1.857 -0.3 -0.8 0.1
H 1.233 1.360 -2.661 0.0 0.0 0.5
H 0.980 2.406 0.220 0.0 -0.5 -0.4
H -1.567 2.200 -1.474 0.4 -0.6 -0.1
H -0.327 3.410 -1.755 0.1 0.3 -0.8
H -0.101 5.229 0.363 -0.4 0.2 -0.1
H -1.943 5.336 0.331 0.4 0.0 0.3
H -1.061 5.123 -1.149 0.2 0.3 -0.7
H -0.600 0.105 -0.840 1.0 0.3 0.2
H 1.060 -0.087 -0.508 -0.9 -0.3 -0.2
C 0.122 -4.014 2.298 -0.4 0.7 0.9
C -0.485 -2.645 2.065 -1.1 1.2 0.4
C -1.839 -2.676 2.859 -0.6 1.1 0.3
O -2.105 -1.598 3.769 0.5 0.1 0.3
C -3.471 -1.538 4.270 1.3 0.2 -0.2
N 0.336 -1.357 2.254 -0.7 -1.3 0.2
H 0.149 -4.340 3.341 0.3 0.6 0.2
H 1.086 -4.068 1.873 1.0 -0.6 -0.8
H -0.632 -4.684 1.908 0.3 -0.4 -0.8
H -0.756 -2.528 1.016 0.0 -0.4 0.0
H -1.896 -3.574 3.458 0.1 -0.5 0.0
H -2.596 -2.702 2.082 -0.5 -0.1 0.0
H -3.544 -0.894 5.158 0.6 0.0 -0.3
H -3.811 -2.514 4.586 -0.2 -0.4 -0.2
H -4.035 -1.082 3.481 -0.8 -0.1 -0.3
H 0.679 -1.322 3.208 0.5 0.3 -0.1
H 1.086 -1.415 1.573 0.8 -0.7 0.3
C 3.783 -0.518 2.000 0.1 -0.5 0.5
C 4.080 -0.834 3.486 -0.2 -0.6 -0.8
O 2.797 -0.907 4.178 0.5 0.1 -1.1
H 3.206 -1.341 1.576 -0.1 0.1 -0.1
H 4.633 -0.343 1.322 0.1 -0.3 0.7
H 3.223 0.391 1.983 -0.7 0.7 -0.2
H 4.701 -0.043 3.881 0.1 0.2 0.4
H 4.622 -1.799 3.529 -0.3 0.4 0.3
H 2.877 -1.141 5.104 0.5 -0.1 0.1
C 3.795 -3.433 -0.634 -0.5 -0.2 1.2
C 2.736 -2.461 -1.045 -1.2 1.2 -1.1
C 2.539 -2.409 -2.569 -1.2 0.4 0.7
O 1.421 -2.562 -0.448 0.6 -0.4 0.4
H 3.707 -3.674 0.436 0.1 -0.1 -0.3
H 4.711 -2.905 -0.759 1.0 0.2 -0.1
H 3.835 -4.337 -1.229 -0.2 -0.2 -0.1
H 3.000 -1.442 -0.714 0.4 -0.3 -0.1
H 2.239 -3.367 -2.981 0.2 -0.4 0.0
H 3.377 -2.018 -3.111 0.5 0.1 -0.2
H 1.660 -1.766 -2.717 0.3 0.1 -0.3
H 0.989 -3.395 -0.701 -0.2 -0.1 0.1